Record 1
Molecular formula: C3H7NO
Method: DFT, ωB97M-V/def2-TZVPD

Each atom is followed by the atoms it is bonded to, with distances in Å.
Element x y z (Å)
1 C 1.852 -0.123 -0.561  N2 1.437, H5 1.094, H6 1.092, H7 1.095
2 N 0.825 0.201 -1.513  C1 1.437, C3 1.201
3 C -0.135 0.915 -1.615  N2 1.201, O4 1.178
4 O -1.092 1.568 -1.826  C3 1.178
5 H 2.121 0.745 0.049  C1 1.094
6 H 2.741 -0.462 -1.098  C1 1.092
7 H 1.516 -0.929 0.098  C1 1.095
8 C -1.562 -0.384 1.293  H9 1.092, H10 1.093, H11 1.092, H12 1.093
9 H -1.339 0.444 0.617  C8 1.092
10 H -1.681 -1.305 0.716  C8 1.093
11 H -2.492 -0.163 1.821  C8 1.092
12 H -0.753 -0.505 2.018  C8 1.093

Properties
- HOMO (eV) = -10.40
- LUMO energy (eV) = 0.7521
- gap between HOMO and LUMO (eV) = 11.15
- SMILES = CN=C=O.C

These are the Löwdin partial charges, in e, on atoms 1 to 8: -0.10 0.06 -0.35 0.13 0.09 0.08 0.08 -0.04

---

Record 2
Molecular formula: C3H7NO
Method: DFT, ωB97M-V/def2-TZVPD

Each atom is followed by the atoms it is bonded to, with distances in Å.
Element x y z (Å)
1 C -1.889 -0.247 -0.063  N2 1.456, H6 1.090, H7 1.098, H8 1.093
2 N -0.522 0.223 0.104  C1 1.456, C3 1.371, H9 0.998
3 C 0.684 -0.166 -0.419  N2 1.371, C4 1.611, O5 1.213
4 C 1.773 0.283 0.680  C3 1.611, H10 1.094, H11 1.093, H12 1.110
5 O 0.893 -0.675 -1.500  C3 1.213
6 H -1.956 -1.140 -0.686  C1 1.090
7 H -2.581 0.513 -0.448  C1 1.098
8 H -2.229 -0.501 0.944  C1 1.093
9 H -0.287 0.439 1.050  N2 0.998
10 H 2.121 1.291 0.432  C4 1.094
11 H 2.654 -0.357 0.775  C4 1.093
12 H 1.394 0.376 1.719  C4 1.110

Properties
- HOMO (eV) = -9.76
- LUMO energy (eV) = 0.7879
- gap between HOMO and LUMO (eV) = 10.55
- SMILES = CNC(C)=O

These are the Löwdin partial charges, in e, on atoms 1 to 8: -0.07 -0.02 -0.50 -0.01 0.05 0.09 0.08 0.08

---

Record 3
Molecular formula: C3H7NO
Method: DFT, ωB97M-V/def2-TZVPD

Each atom is followed by the atoms it is bonded to, with distances in Å.
Element x y z (Å)
1 O 1.308 -0.021 1.098  C2 1.436, H6 0.968
2 C 1.358 -0.570 -0.228  O1 1.436, C3 1.526, H7 1.104, H8 1.094
3 C 0.417 -0.060 -1.315  C2 1.526, N5 1.318
4 C -1.372 0.142 0.430  N5 1.484, H9 1.088, H10 1.098, H11 1.092
5 N -0.674 0.499 -0.830  C3 1.318, C4 1.484, H12 1.017
6 H 1.230 0.941 1.021  O1 0.968
7 H 1.391 -1.665 -0.097  C2 1.104
8 H 2.292 -0.288 -0.723  C2 1.094
9 H -1.066 -0.873 0.674  C4 1.088
10 H -1.202 0.774 1.312  C4 1.098
11 H -2.433 0.141 0.174  C4 1.092
12 H -1.250 0.979 -1.517  N5 1.017

Properties
- HOMO (eV) = -8.17
- LUMO energy (eV) = 0.8279
- gap between HOMO and LUMO (eV) = 9.00

These are the Löwdin partial charges, in e, on atoms 1 to 8: -0.11 -0.30 -0.06 -0.07 -0.10 0.08 0.12 0.09

---

Record 4
Molecular formula: C3H7NO
Method: DFT, ωB97M-V/def2-TZVPD

Each atom is followed by the atoms it is bonded to, with distances in Å.
Element x y z (Å)
1 O -0.726 -1.035 -1.591  C2 1.386, H6 0.960
2 C -0.201 0.144 -1.086  O1 1.386, C3 1.864, N5 1.421, H7 1.126
3 C 0.938 -0.414 0.280  C2 1.864, C4 1.534, H8 1.130, H9 1.092
4 C -0.170 0.262 1.098  C3 1.534, N5 1.451, H10 1.093, H11 1.097
5 N -0.860 0.843 -0.039  C2 1.421, C4 1.451, H12 1.010
6 H -0.333 -1.667 -0.985  O1 0.960
7 H -0.194 0.823 -1.984  C2 1.126
8 H 1.172 -1.445 0.679  C3 1.130
9 H 1.900 0.102 0.319  C3 1.092
10 H 0.144 1.000 1.840  C4 1.093
11 H -0.828 -0.463 1.593  C4 1.097
12 H -0.840 1.850 -0.123  N5 1.010

Properties
- HOMO (eV) = -8.81
- LUMO energy (eV) = 1.0368
- gap between HOMO and LUMO (eV) = 9.84
- SMILES = O[C@@H]1CCN1

These are the Löwdin partial charges, in e, on atoms 1 to 8: -0.02 -0.31 -0.05 -0.25 -0.05 0.07 0.14 0.09

---

Record 5
Molecular formula: C3H7NO
Method: DFT, ωB97M-V/def2-TZVPD

Each atom is followed by the atoms it is bonded to, with distances in Å.
Element x y z (Å)
1 C -1.527 0.442 0.226  C2 1.332, H5 1.072, H6 1.092
2 C -0.264 0.156 -0.089  C1 1.332, N3 1.417, H7 1.074
3 N 0.241 -0.308 -1.328  C2 1.417, C4 1.267
4 C -0.524 -0.451 -2.328  N3 1.267, H8 1.103, H9 1.090
5 H -2.367 0.052 -0.314  C1 1.072
6 H -1.687 1.173 1.021  C1 1.092
7 H 0.563 0.354 0.567  C2 1.074
8 H -0.002 -1.019 -3.115  C4 1.103
9 H -1.575 -0.182 -2.435  C4 1.090
10 O 2.764 -0.117 2.502  H11 0.973, H12 0.964
11 H 2.376 0.470 3.173  O10 0.973
12 H 2.003 -0.569 2.121  O10 0.964

Properties
- HOMO (eV) = -9.37
- LUMO energy (eV) = 0.2373
- gap between HOMO and LUMO (eV) = 9.60
- SMILES = C=CN=C.O

These are the Löwdin partial charges, in e, on atoms 1 to 8: 0.01 -0.24 -0.03 -0.05 0.04 0.06 0.07 0.07

---

Record 6
Molecular formula: C3H7NO
Method: DFT, ωB97M-V/def2-TZVPD

Each atom is followed by the atoms it is bonded to, with distances in Å.
Element x y z (Å)
1 C 0.872 1.085 0.872  N2 1.571, H6 1.049, H7 1.121, H8 1.151
2 N 0.301 -0.377 0.795  C1 1.571, C3 1.394, H9 1.101
3 C -0.658 -0.396 -0.217  N2 1.394, C4 1.572, H10 1.150, H11 1.079
4 C -0.167 -1.318 -1.392  C3 1.572, O5 1.220, H12 1.119
5 O -0.207 -0.799 -2.495  C4 1.220
6 H 1.278 1.296 1.816  C1 1.049
7 H 1.482 1.323 -0.038  C1 1.121
8 H 0.000 1.817 0.703  C1 1.151
9 H -0.224 -0.270 1.756  N2 1.101
10 H -0.979 0.683 -0.453  C3 1.150
11 H -1.701 -0.624 -0.063  C3 1.079
12 H 0.004 -2.419 -1.283  C4 1.119

Properties
- HOMO (eV) = -9.41
- LUMO energy (eV) = 0.8733
- gap between HOMO and LUMO (eV) = 10.28
- SMILES = CNCC=O

These are the Löwdin partial charges, in e, on atoms 1 to 8: -0.10 -0.12 -0.30 -0.20 0.01 0.04 0.09 0.08

---

Record 7
Molecular formula: C3H7NO
Method: DFT, ωB97M-V/def2-TZVPD

Each atom is followed by the atoms it is bonded to, with distances in Å.
Element x y z (Å)
1 C -2.190 -0.505 -0.427  N4 1.227, H6 1.089, H7 1.247
2 C 1.268 -0.308 0.205  O5 1.321, H8 1.079, H9 1.047, H10 1.032
3 C 0.078 1.497 0.006  O5 1.371, H11 1.040, H12 1.058
4 N -2.205 0.284 0.512  C1 1.227
5 O 0.636 0.446 -0.676  C2 1.321, C3 1.371
6 H -2.965 -1.032 -0.982  C1 1.089
7 H -1.206 -0.755 -1.152  C1 1.247
8 H 2.204 0.106 0.548  C2 1.079
9 H 1.294 -1.220 -0.308  C2 1.047
10 H 0.741 -0.511 1.069  C2 1.032
11 H 0.301 1.593 1.017  C3 1.040
12 H -0.093 2.352 -0.594  C3 1.058

Properties
- HOMO (alpha / beta) (eV) = -8.92 / -7.70
- LUMO energy (alpha / beta) (eV) = 0.6559 / -0.1395
- gap between HOMO and LUMO (alpha / beta) (eV) = 9.58 / 7.56

These are the Löwdin partial charges, in e, on atoms 1 to 8: -0.24 -0.19 0.00 0.07 -0.19 0.05 0.12 0.10

---

Record 8
Molecular formula: C3H7NO
Method: DFT, ωB97M-V/def2-TZVPD

Each atom is followed by the atoms it is bonded to, with distances in Å.
Element x y z (Å)
1 H -0.611 -1.828 -1.025  N2 1.016
2 N -0.602 -1.356 -0.125  H1 1.016, C3 1.269
3 C -0.066 -0.230 -0.361  N2 1.269, C4 1.504, O5 1.346
4 C 0.417 0.217 -1.713  C3 1.504, H7 1.091, H8 1.096, H9 1.091
5 O 0.148 0.706 0.581  C3 1.346, C6 1.426
6 C -0.175 0.414 1.939  O5 1.426, H10 1.095, H11 1.095, H12 1.093
7 H -0.088 1.137 -2.008  C4 1.091
8 H 0.225 -0.536 -2.487  C4 1.096
9 H 1.493 0.394 -1.680  C4 1.091
10 H -1.241 0.206 2.073  C6 1.095
11 H 0.400 -0.440 2.314  C6 1.095
12 H 0.101 1.315 2.492  C6 1.093

Properties
- HOMO (eV) = -10.06
- LUMO energy (eV) = 1.0174
- gap between HOMO and LUMO (eV) = 11.07
- SMILES = [H]/N=C(\C)OC

These are the Löwdin partial charges, in e, on atoms 1 to 8: 0.04 0.15 -0.53 -0.01 -0.09 -0.07 0.08 0.08

---

Values of relative energy (zero: lowest compared OMol25 entry of this formula, charge and spin), in order: 20.9; 21.5; 80.3; 78.5; 64.8; 71.3; 141.8; 23.2, all in kcal per mole.
Values of E_tot, in order: -248.49324; -248.49229; -248.39849; -248.40140; -248.42322; -248.41280; -248.30053; -248.48946, all in hartree.
Values of molar mass, in order: 73.09; 73.09; 73.09; 73.09; 73.10; 73.09; 73.09; 73.09, all in g/mol.